22
Properties=species:S:1:pos:R:3:nbo_charge:R:1 method="wB97M-V/def2-TZVPD" e_lumo_ev="0.74 / 0.40" e_homo_ha="-0.124 / -0.315" de_lowest_kcal_mol=46.7 multiplicity=2
C 2.1832 0.2808 -0.0213 -0.227
C 1.2909 -0.5849 0.8596 -0.463
C -0.1681 -0.4871 0.5714 -0.031
C -0.8717 0.5469 1.0345 0.022
N -2.2193 0.8034 0.7946 -0.816
N -0.6221 -1.4447 -0.4761 -1.045
N 3.3414 0.7495 0.7908 -0.848
H 1.6773 1.1382 -0.4548 0.188
H 2.5197 -0.2536 -0.9272 0.169
H 1.5559 -0.3400 1.8913 0.231
H 1.5638 -1.6459 0.7954 0.214
H -0.4444 1.2951 1.6837 0.212
H -2.5953 0.3929 -0.0542 0.382
H -2.5391 1.7395 0.9507 0.382
H 0.1536 -1.7633 -1.1776 0.200
H -1.4071 -1.0206 -0.9934 0.416
H -1.0239 -2.2632 0.0337 0.367
H 3.7930 -0.0402 1.2276 0.356
H 3.9185 1.2937 0.1720 0.362
H -2.7613 1.0998 -2.5123 0.467
H -2.0061 0.0476 -3.2666 0.461
O -2.5562 0.1690 -2.4668 -0.999



14
Properties=species:S:1:pos:R:3:nbo_charge:R:1 method="wB97M-V/def2-TZVPD" smiles=CSS.CN e_lumo_ev=0.59 e_homo_ha=-0.301 de_lowest_kcal_mol=19.0
C -2.0559 2.5213 0.9908 -0.417
N -0.6812 2.0415 1.2338 -0.815
H -2.6710 2.5965 1.8958 0.167
H -2.0371 3.4665 0.4605 0.192
H -2.5234 1.8320 0.2992 0.189
H -0.8289 1.2459 1.8530 0.340
H -0.1974 2.7165 1.8219 0.345
C 0.6847 -2.4605 -0.6435 -0.739
S 2.3584 -1.7546 -0.6850 0.081
S 2.7639 -2.1233 -2.6934 -0.162
H 0.5380 -2.8194 0.3680 0.229
H -0.0746 -1.7141 -0.8828 0.219
H 0.6399 -3.2243 -1.4138 0.232
H 4.0846 -2.3241 -2.6046 0.140



28
Properties=species:S:1:pos:R:3:nbo_charge:R:1 method="wB97M-V/def2-TZVPD" smiles="NC1=NC2(CCCCC2)CCS1" e_lumo_ev=0.69 e_homo_ha=-0.316 de_lowest_kcal_mol=46.7
C -2.5351 0.6939 -0.1335 0.239
C -0.1966 0.4841 0.2191 0.100
C 0.1902 -0.0524 -1.1752 -0.417
C 1.2801 -1.0993 -1.0220 -0.412
C 2.4789 -0.5636 -0.0952 -0.395
C 2.4061 0.9198 0.1248 -0.434
C 0.9950 1.4061 0.7232 -0.391
C -0.4606 -0.7739 1.2042 -0.452
C -1.3768 -1.7379 0.4144 -0.481
H -3.3724 2.5669 -0.1578 0.396
H -4.4614 1.1565 -0.1268 0.364
H 0.5747 0.7486 -1.8298 0.223
H -0.7277 -0.6138 -1.5442 0.209
H 1.7486 -1.1515 -1.9611 0.206
H 0.6378 -2.0161 -0.7117 0.194
H 2.3544 -1.0645 0.7950 0.190
H 3.4115 -1.0920 -0.7032 0.208
H 2.6821 1.5268 -0.7247 0.203
H 3.2246 1.2467 0.8093 0.217
H 1.0014 2.4731 0.2470 0.234
H 1.0352 1.5064 1.9610 0.208
H 0.5496 -1.2186 1.3779 0.227
H -0.8659 -0.5009 2.2596 0.237
H -0.9258 -2.1725 -0.4701 0.211
H -1.6137 -2.5643 1.0254 0.224
N -3.6156 1.5281 -0.5827 -0.809
N -1.3606 1.2983 0.0547 -0.529
S -3.0580 -0.9341 0.0224 0.228



187
Properties=species:S:1:pos:R:3:lowdin_charge:R:1 method="wB97M-V/def2-TZVPD" e_lumo_ev=-1.62 e_homo_ha=-0.353 de_lowest_kcal_mol=0.0 total_charge=+1
C 3.9075 3.8814 2.5821 -0.064
C 2.7062 3.4815 3.4810 -0.195
C 3.1935 2.5697 4.6101 -0.137
N 2.1385 1.7787 5.2817 -0.234
C 1.4036 0.9010 4.3070 0.037
C 2.8035 0.8602 6.2907 -0.084
C 1.7338 0.5314 7.3038 -0.116
C 0.6080 1.6303 7.0964 -0.110
C 1.2301 2.6127 6.1248 -0.109
H 3.6638 4.7203 1.9327 0.075
H 4.0881 3.0216 1.9843 0.036
H 4.7873 4.1909 3.1786 0.088
H 1.9756 2.9846 2.8814 0.062
H 2.2093 4.3359 3.9637 0.119
H 3.7651 3.1469 5.3376 0.141
H 3.8941 1.8598 4.1940 0.109
H 0.8362 0.1078 4.7666 0.103
H 2.1062 0.4288 3.6116 0.081
H 0.6847 1.5357 3.8205 0.063
H 3.2775 -0.0084 5.8843 0.138
H 3.5546 1.4178 6.7460 0.113
H 1.3520 -0.4557 7.3053 0.097
H 2.0663 0.6281 8.3298 0.110
H -0.2843 1.2689 6.6432 0.079
H 0.4279 2.1136 8.0655 0.120
H 0.4957 3.1577 5.4748 0.131
H 1.7977 3.4364 6.5268 0.132
C -2.9959 2.3756 0.0821 -0.098
C -3.7336 1.6590 -1.0498 -0.217
C -3.5521 2.3595 -2.3822 -0.139
N -4.2677 1.7463 -3.5283 -0.249
C -4.0431 0.2793 -3.6139 0.035
C -3.9113 2.3324 -4.8297 -0.135
C -5.1083 2.3916 -5.7249 -0.131
C -6.3454 1.9267 -4.8551 -0.115
C -5.8045 1.9904 -3.4237 -0.066
H -3.4307 3.3243 0.3236 0.051
H -1.9497 2.5441 -0.1753 0.065
H -3.0689 1.7212 1.0066 0.095
H -4.8280 1.6868 -0.7259 0.123
H -3.3501 0.6117 -1.0090 0.088
H -2.5075 2.4058 -2.6729 0.086
H -3.9191 3.3664 -2.2900 0.132
H -4.5126 0.0169 -4.5557 0.108
H -4.5763 -0.1852 -2.8201 0.101
H -2.9946 0.0735 -3.6240 0.092
H -3.0846 1.7838 -5.3049 0.120
H -3.4939 3.3201 -4.6026 0.147
H -5.0862 1.8184 -6.5999 0.091
H -5.2021 3.3850 -6.1462 0.115
H -6.5322 0.9423 -5.2945 0.110
H -7.1712 2.5975 -4.9916 0.106
H -6.2341 1.3803 -2.6882 0.107
H -5.9202 3.0388 -3.1225 0.139
C -2.4353 -0.1375 4.8387 -0.069
C -3.4592 0.9088 5.3379 -0.230
C -4.1886 1.4972 4.2219 -0.130
N -5.0279 2.7365 4.5779 -0.255
C -6.0010 2.4526 5.6529 0.036
C -5.6611 3.2028 3.3147 -0.120
C -6.0311 4.5946 3.6558 -0.135
C -4.8135 5.0990 4.4782 -0.136
C -4.0830 3.9046 4.9203 -0.092
H -1.6517 0.2993 4.2194 0.064
H -2.9526 -0.8842 4.2677 0.072
H -1.9412 -0.6654 5.6866 0.089
H -2.9873 1.5746 6.0418 0.112
H -4.1427 0.2973 5.8971 0.107
H -4.8930 0.8287 3.7753 0.140
H -3.5461 1.8678 3.4533 0.110
H -5.4861 2.2202 6.5785 0.112
H -6.5484 1.6517 5.2630 0.093
H -6.6787 3.3342 5.7689 0.122
H -6.4998 2.5480 3.0943 0.144
H -4.9148 3.0623 2.5329 0.133
H -6.9260 4.5650 4.3019 0.107
H -6.2886 5.2439 2.8017 0.135
H -5.1880 5.6903 5.3061 0.119
H -4.1885 5.7298 3.8867 0.115
H -3.8431 3.9846 5.9863 0.142
H -3.1465 3.6708 4.4244 0.105
C 0.7324 -3.7164 2.2831 -0.064
C 2.2260 -3.6957 1.9060 -0.231
C 2.7672 -5.0127 1.4895 -0.191
N 4.1990 -5.0702 1.3714 -0.263
C 4.8687 -4.9350 2.7534 0.046
C 4.6891 -6.3399 0.8180 -0.109
C 6.1369 -5.9987 0.3094 -0.130
C 6.0471 -4.5557 -0.1742 -0.132
C 4.6968 -4.0013 0.3229 -0.031
H 0.4377 -4.5933 2.9063 0.084
H 0.0865 -3.7956 1.4136 0.056
H 0.4578 -2.7661 2.7555 0.074
H 2.8842 -3.3348 2.7562 0.117
H 2.3140 -3.0136 1.0865 0.082
H 2.3967 -5.2435 0.4577 0.162
H 2.5212 -5.7982 2.1806 0.133
H 4.1717 -5.3279 3.4716 0.095
H 5.2062 -3.8821 2.9812 0.126
H 5.7543 -5.6109 2.9031 0.108
H 4.7042 -7.1812 1.5020 0.137
H 4.0192 -6.5515 0.0064 0.132
H 6.8676 -6.0859 1.1958 0.124
H 6.5668 -6.6674 -0.4147 0.108
H 6.9275 -4.0652 0.2176 0.113
H 6.0736 -4.4277 -1.2434 0.105
H 4.9045 -3.0619 0.8068 0.122
H 3.9211 -3.9410 -0.4388 0.115
C 2.0723 4.8631 -2.2509 -0.093
C 2.2053 3.7336 -1.2429 -0.240
C 1.6993 2.5061 -1.8963 -0.166
N 1.7587 1.2297 -1.0745 -0.193
C 1.1430 1.4572 0.3165 0.046
C 3.2428 0.7199 -0.9212 -0.011
C 3.0807 -0.7823 -1.2495 -0.140
C 1.6496 -1.1056 -1.1342 -0.147
C 0.9952 0.1142 -1.7188 -0.114
H 2.4413 4.5913 -3.2409 0.068
H 2.5359 5.7973 -1.9461 0.074
H 0.9856 4.9600 -2.4247 0.085
H 1.5257 4.0050 -0.4107 0.102
H 3.2558 3.5867 -0.9399 0.119
H 2.2869 2.3463 -2.8125 0.146
H 0.6429 2.5919 -2.1410 0.089
H 1.3382 0.6250 1.0020 0.102
H 0.0696 1.7400 0.1689 0.112
H 1.6154 2.3265 0.7772 0.065
H 3.5331 0.8880 0.1242 0.109
H 3.8722 1.2852 -1.5671 0.115
H 3.6908 -1.2707 -0.5465 0.083
H 3.5427 -1.0764 -2.1724 0.106
H 1.2604 -1.2193 -0.0786 0.132
H 1.2237 -1.9535 -1.6007 0.102
H -0.0479 0.1378 -1.4543 0.113
H 0.9590 0.2707 -2.7584 0.105
C 0.5552 -5.6657 -8.1275 -0.088
C -0.3519 -4.7586 -7.2599 -0.224
C 0.4327 -4.0710 -6.1331 -0.110
N -0.4071 -3.2488 -5.1218 -0.220
C -1.0287 -4.1863 -4.0737 0.066
C 0.5721 -2.2658 -4.5062 -0.092
C 0.5207 -1.0411 -5.4080 -0.116
C -0.6906 -1.1652 -6.3284 -0.147
C -1.4202 -2.3466 -5.7967 -0.127
H 0.8260 -6.6297 -7.6840 0.087
H 1.4628 -5.0771 -8.2746 0.078
H 0.1214 -5.7658 -9.0698 0.048
H -1.1932 -5.3853 -6.9150 0.115
H -0.5995 -3.9177 -7.9639 0.116
H 1.1531 -3.3937 -6.5644 0.125
H 1.0138 -4.7764 -5.4845 0.146
H -0.2153 -4.5211 -3.4814 0.079
H -1.5589 -4.9865 -4.5643 0.101
H -1.5627 -3.5045 -3.4393 0.066
H 0.0826 -2.0994 -3.5648 0.091
H 1.4994 -2.8147 -4.3348 0.120
H 0.4233 -0.1590 -4.7926 0.088
H 1.4820 -0.9176 -5.9479 0.131
H -1.3737 -0.3345 -6.4133 0.104
H -0.3958 -1.4324 -7.3450 0.112
H -2.0927 -1.9710 -5.0346 0.117
H -2.0368 -2.8756 -6.5543 0.137
O 4.1622 -5.4926 -3.9634 -0.030
C 3.4846 -4.4385 -3.2185 -0.761
O 4.1683 -3.4802 -2.8645 -0.026
O 2.2508 -4.7543 -3.0790 -0.093
H 4.9384 -5.1798 -4.4584 0.078
O 0.0596 4.2002 1.7807 -0.025
C -1.0710 3.8557 2.6263 -0.754
O -2.1228 4.3524 2.2026 -0.029
O -0.7981 3.0111 3.5034 -0.048
H -0.5870 4.4547 1.0644 0.099
O 4.7096 0.7179 2.3902 0.004
C 4.4010 -0.4594 3.0003 -0.894
O 5.2734 -0.8965 3.7106 -0.002
O 3.2865 -0.9784 2.7424 -0.067
H 5.5941 1.0638 2.6965 0.140
O -0.8619 2.2818 -5.5691 -0.041
C -0.2345 2.8428 -4.3563 -0.694
O 0.7270 3.5504 -4.6694 0.006
O -0.8159 2.5704 -3.2639 -0.074
H -0.3298 2.6556 -6.2953 0.091
O -1.8718 -3.0655 -0.5894 0.047
C -1.9753 -1.7942 -1.0208 -0.830
O -1.8693 -1.5923 -2.2699 -0.067
O -2.1261 -0.9640 -0.1164 -0.036
H -2.0404 -3.1526 0.3802 0.114



13
Properties=species:S:1:pos:R:3:nbo_charge:R:1 method="wB97M-V/def2-TZVPD" e_lumo_ev="-6.40 / -4.24" e_homo_ha="-0.382 / -0.562" de_lowest_kcal_mol=78.2 total_charge=+1 multiplicity=9
H 2.6833 -1.6685 0.2135 0.556
O 1.5144 -1.9972 0.5458 -0.610
Eu 3.2347 1.5940 -0.1976 0.943
O 0.0554 -0.4419 -0.5540 -0.466
C 1.1274 -1.0916 -0.2494 1.034
O 2.1982 -0.6197 -0.7716 -0.856
C -0.9528 -0.0470 0.4029 -0.071
C -1.7915 1.0373 -0.2263 -0.640
H -1.5284 -0.9526 0.6179 0.208
H -0.4948 0.2584 1.3483 0.197
H -1.9186 0.8725 -1.3040 0.242
H -2.7830 1.0287 0.2454 0.248
H -1.3442 2.0277 -0.0707 0.217



21
Properties=species:S:1:pos:R:3:nbo_charge:R:1 method="wB97M-V/def2-TZVPD" smiles=CCN(C)CCN e_lumo_ev=1.12 e_homo_ha=-0.314 de_lowest_kcal_mol=54.4
N -0.7769 -0.6187 -2.4817 -0.824
C 0.2509 -1.1680 -1.5716 -0.228
C 0.7407 -0.2303 -0.4801 -0.263
N 0.0031 -0.2816 0.8088 -0.438
C -0.0760 1.0293 1.3279 -0.223
C -0.7585 2.1757 0.5806 -0.642
C 0.5701 -1.2255 1.8089 -0.420
H -1.4063 -0.0152 -1.9843 0.348
H -0.2867 0.0642 -3.1931 0.336
H -0.3445 -1.9794 -1.0606 0.199
H 1.0960 -1.5418 -2.2268 0.193
H 1.7829 -0.2538 -0.4841 0.179
H 0.5174 0.7755 -0.9221 0.196
H 0.9217 1.3059 1.8433 0.147
H -0.7215 0.9833 2.1962 0.194
H 0.0375 2.9846 0.3594 0.210
H -1.2444 2.8388 1.3335 0.221
H -1.4116 2.0395 -0.2566 0.224
H 1.4712 -0.6820 2.1335 0.175
H -0.1965 -1.4974 2.5525 0.209
H 0.8381 -2.2070 1.4252 0.208



17
Properties=species:S:1:pos:R:3:nbo_charge:R:1 method="wB97M-V/def2-TZVPD" e_lumo_ev="-8.92 / -9.17" e_homo_ha="-0.579 / -0.592" total_charge=+2 multiplicity=4
C -0.0614 -0.4391 2.4540 -1.032
P -0.8586 0.8017 1.2673 0.335
O 0.2993 1.9194 1.0738 -0.940
Al -1.3579 -0.1516 -0.9198 0.747
B 0.4947 -0.0921 -2.2375 0.855
N 1.2839 -1.2324 -2.3109 -1.021
O 0.6350 1.0614 -2.8707 -0.817
H 0.2204 0.0726 3.3720 0.216
H -0.6512 -1.3278 2.6447 0.256
H 0.8764 -0.7633 2.0341 0.308
H 1.1344 1.5257 0.8197 0.502
H -1.8909 -1.6290 -0.7082 -0.297
H -2.3829 0.8616 -1.5471 -0.268
H 0.9978 -2.0416 -1.7775 0.419
H 2.2755 -1.0747 -2.1717 0.431
H 1.1837 1.7335 -2.4490 0.538
Er -2.1982 0.7758 3.3270 1.767



43
Properties=species:S:1:pos:R:3:nbo_charge:R:1 method="wB97M-V/def2-TZVPD" e_lumo_ev=-5.84 e_homo_ha=-0.409 de_lowest_kcal_mol=14.0 total_charge=+1
C 0.3410 1.7085 2.8827 -0.727
C 1.0974 0.6668 2.1674 0.138
C 0.6620 -0.3350 1.2916 -0.125
C 1.6475 -1.1193 0.5684 0.156
C 3.1031 -0.7667 0.6573 -0.669
C 1.2588 -2.1672 -0.2474 -0.267
C -0.0886 -2.5149 -0.4160 0.185
C -0.4693 -3.6725 -1.2738 -0.668
C -1.0593 -1.7613 0.2550 -0.222
C -0.7244 -0.6868 1.0716 0.141
C -1.8412 0.0928 1.6856 -0.662
H 1.0746 2.4098 3.3097 0.253
H -0.3299 2.2791 2.2222 0.268
H -0.2481 1.3574 3.7477 0.284
H 2.1834 0.8154 2.2432 0.227
H 3.6987 -1.5038 0.1073 0.246
H 3.3142 0.2206 0.2196 0.246
H 3.4511 -0.7484 1.6978 0.237
H 2.0244 -2.7211 -0.7900 0.237
H -1.5567 -3.7958 -1.2809 0.237
H -0.1220 -3.5423 -2.3077 0.260
H -0.0153 -4.6019 -0.9036 0.261
H -2.1098 -2.0198 0.1170 0.230
H -2.8020 -0.3343 1.3709 0.243
H -1.8145 0.0642 2.7843 0.244
H -1.8342 1.1462 1.3699 0.241
C 0.6898 -1.2651 10.4944 -0.208
C 0.9469 -2.3964 9.7032 -0.190
C 1.1862 -2.2472 8.3288 -0.208
C 1.1559 -0.9810 7.7354 -0.040
C 1.4684 -0.8081 6.2623 -0.227
N 0.3542 -0.7884 5.3417 -0.865
C 0.9126 0.1452 8.5285 -0.215
C 0.6713 0.0060 9.9044 -0.204
H 0.5146 -1.3747 11.5734 0.224
H 0.9774 -3.3853 10.1598 0.220
H 1.4123 -3.1179 7.7151 0.214
H 2.0799 0.1008 6.1420 0.166
H 2.0464 -1.6812 5.9396 0.193
H -0.5097 -0.3499 5.6625 0.374
H 0.5700 -0.6591 4.3542 0.346
H 0.9340 1.1354 8.0704 0.208
H 0.4889 0.8945 10.5154 0.221



Number 1: total energy -10888.989 eV. Number 2: total energy -25379.892 eV. Number 3: total energy -23405.550 eV. Number 4: total energy -96440.419 eV. Number 5: total energy -28666.414 eV. Number 6: total energy -8390.260 eV. Number 7: total energy -50931.866 eV. Number 8: total energy -20538.009 eV.